(1)
Formula: C19H28NPRuTe
Source: OMol25
Level of theory: ωB97M-V/def2-TZVPD

Summary:
Strongest force on any atom   3.13 eV Å⁻¹
<S²>   6.034
Total charge   +2
LUMO energy (alpha / beta)   -6.426 / -9.140 eV
M   530.08 g mol⁻¹
HOMO-LUMO gap (alpha / beta)   6.75 / 5.02 eV
Spin multiplicity   5
Energy relative to the best compared isomer or geometry (same formula, charge and spin)   0.0 kcal per mole

Geometry (Å):
Te -0.65558 -1.07022 2.18825
Ru -1.49077 0.53968 0.48809
P 0.17851 1.84514 0.20262
N 1.08444 -2.58845 -2.45207
C -1.30172 -2.34047 -1.63359
C -2.25882 0.47275 -4.01619
C 0.55914 1.11671 6.38937
C 1.53517 0.47133 5.61298
C 1.18999 -0.12646 4.39477
C -2.22464 -0.78228 -3.41080
C -0.15570 -0.06420 3.97942
C 0.64798 3.25368 1.23660
C -0.33667 2.54181 -1.44820
C -1.19976 0.19243 -1.49211
C -1.15047 0.56604 4.74438
C -0.77246 1.18044 5.94842
C -1.57988 -0.97230 -2.17973
C 0.62298 -2.93533 -3.76191
C 0.19928 -2.59152 -1.32368
C 2.48957 -2.73520 -2.18814
C -1.05201 1.42134 -2.14973
C -1.57964 1.54478 -3.44190
C 1.76466 1.07717 -0.26826
H 0.28413 -3.98757 -3.82203
H -0.21337 -2.28930 -4.06387
H -2.24017 2.04612 0.98280
H 0.99817 4.09486 0.62238
H -2.18004 0.55528 4.38274
H -2.78413 0.60441 -4.96353
H 0.29029 -3.55736 -0.77793
H 0.57385 2.86556 -1.97763
H 2.77481 -2.12746 -1.31511
H -2.67405 -1.64842 -3.90187
H -2.51666 1.52672 1.49399
H -1.45475 2.48945 -3.97134
H 3.05741 -2.40026 -3.06938
H 2.45112 1.85276 -0.63299
H -1.51815 1.70813 6.54456
H 1.91328 -0.64745 3.76526
H 0.83891 1.57544 7.34063
H 1.46169 -2.79690 -4.45967
H 2.17641 0.58703 0.61985
H -1.66624 -3.12835 -2.30982
H 2.77520 -3.78292 -1.97290
H 1.44517 2.94234 1.92609
H -1.83673 -2.45270 -0.68102
H -0.96794 3.43405 -1.29497
H 2.56897 0.43873 5.96080
H 1.61055 0.33217 -1.05805
H -0.22837 3.57963 1.80916
H 0.54704 -1.83090 -0.59475

(2)
Formula: C2H9ClSi2
Source: OMol25
Level of theory: ωB97M-V/def2-TZVPD

Summary:
Strongest force on any atom   4.52 eV Å⁻¹
LUMO energy   0.598 eV
M   124.72 g mol⁻¹
HOMO-LUMO gap   10.16 eV
Spin multiplicity   1
Energy relative to the best compared isomer or geometry (same formula, charge and spin)   79.1 kcal per mole

Geometry (Å):
Cl -0.48872 -2.06416 0.03133
Si -2.33992 0.34091 0.20449
Si 2.33907 -0.22226 0.27570
C -0.57544 -0.35922 0.41622
C 0.57903 0.40583 -0.14493
H -2.88390 -0.09104 -1.08291
H -2.21653 1.80082 0.22902
H 2.31318 -1.54098 0.90019
H 0.47352 1.45108 0.15354
H -3.17062 -0.14221 1.30219
H 2.95243 0.75058 1.18626
H 3.09549 -0.27703 -0.97886
H 0.44962 0.38347 -1.23267
H -0.53768 -0.35109 2.05374

(3)
Formula: C4H7F
Source: OMol25
Level of theory: ωB97M-V/def2-TZVPD

Summary:
Strongest force on any atom   3.57 eV Å⁻¹
LUMO energy   1.079 eV
M   74.10 g mol⁻¹
HOMO-LUMO gap   10.20 eV
Spin multiplicity   1
SMILES   CC(C)=CF
Energy relative to the best compared isomer or geometry (same formula, charge and spin)   5.9 kcal per mole

Geometry (Å):
F -1.95150 -0.11881 0.02411
C 0.43140 -0.05356 -0.04832
C -0.73462 -0.68534 -0.06565
C 0.46199 1.48372 0.00672
C 1.68193 -0.76216 0.00413
H 1.06248 2.06375 -0.69568
H -0.56138 1.91945 -0.16844
H 1.67537 -1.57252 -0.63200
H 1.89372 -1.17014 1.00284
H 2.54998 -0.14749 -0.23694
H -0.81274 -1.74726 0.13026
H 0.71193 1.82758 1.00171

(4)
Formula: C5H6O
Source: OMol25
Level of theory: ωB97M-V/def2-TZVPD

Summary:
Strongest force on any atom   1.79 eV Å⁻¹
LUMO energy   0.811 eV
M   82.10 g mol⁻¹
HOMO-LUMO gap   9.31 eV
Spin multiplicity   1
SMILES   CCc1cc1=O
Energy relative to the best compared isomer or geometry (same formula, charge and spin)   61.1 kcal per mole

Geometry (Å):
O 1.74535 1.58320 1.35850
C 0.74736 -0.35011 0.01796
C 2.05629 -0.27135 -0.30904
C 1.52195 0.64111 0.62681
C -1.55450 0.35324 -0.29637
C -0.63848 -0.84973 -0.02366
H -1.37096 0.76729 -1.29292
H -0.83042 -1.22147 0.99163
H -1.37371 1.15101 0.43347
H 3.09175 -0.19214 -0.54500
H -0.79143 -1.66678 -0.73005
H -2.60320 0.05573 -0.23133

(5)
Formula: C8H30O11
Source: OMol25
Level of theory: ωB97M-V/def2-TZVPD

Summary:
Strongest force on any atom   4.09 eV Å⁻¹
LUMO energy   0.091 eV
M   302.32 g mol⁻¹
HOMO-LUMO gap   10.11 eV
Spin multiplicity   1
SMILES   OCCO.OCCO.OCCO.OCCO.O.O.O
Energy relative to the best compared isomer or geometry (same formula, charge and spin)   97.6 kcal per mole

Geometry (Å):
O 18.64353 -4.94019 1.41894
O 14.90367 -9.60254 6.40469
O 19.38024 -4.62221 -3.75122
O 24.87518 -10.04166 3.86585
O 23.04270 -3.48336 -0.22606
O 25.04660 -8.92075 1.36329
O 18.73549 -8.78530 2.40062
O 15.86170 -7.50647 4.75487
O 22.24017 -5.14331 -3.83455
O 14.93755 -2.51009 3.04518
O 13.02152 -2.52212 0.80717
C 21.47022 -5.00334 -4.95871
C 23.79968 -9.22280 3.39644
C 20.34850 -4.00283 -4.58104
C 13.48571 -1.37190 1.59363
C 15.03005 -9.79096 5.06306
C 23.72281 -9.05773 1.83512
C 13.68718 -1.85415 3.02250
C 14.76826 -8.41487 4.39457
H 18.83732 -5.86861 1.54822
H 19.91517 -3.57776 -5.48638
H 21.14249 -6.04002 -5.03617
H 20.72353 -3.18358 -3.96762
H 14.88466 -3.46667 2.98397
H 17.70221 -4.86732 1.57654
H 12.63815 -0.68745 1.55785
H 23.01794 -8.31037 1.47081
H 22.82972 -9.45634 3.83545
H 23.31428 -9.97753 1.41659
H 19.82082 -5.21986 -3.14270
H 13.61322 -2.75888 0.08924
H 22.68589 -5.99289 -3.86839
H 12.87448 -2.53401 3.27826
H 13.66530 -1.07284 3.78222
H 22.94593 -3.91069 -1.07710
H 14.30490 -0.85666 1.09211
H 14.74902 -8.66881 3.33474
H 15.82622 -7.33656 5.69905
H 22.24104 -4.76735 -5.69235
H 15.67851 -9.05418 6.54792
H 13.78090 -7.99089 4.57747
H 18.39471 -8.36684 3.19119
H 25.72327 -9.63051 3.68337
H 16.01568 -10.16868 4.79112
H 22.52370 -4.02048 0.37258
H 18.87778 -9.69729 2.65411
H 14.42919 -10.66956 4.82825
H 25.36428 -9.80715 1.17633
H 23.99743 -8.19209 3.69077

What is the formula in the first record? C19H28NPRuTe

Look up the energy relative to the best compared isomer or geometry (same formula, charge and spin) of the first one. 0.0 kcal per mole